# 1
This record from the OMol25 dataset describes a cluster of 8 separate species, C24H52FNO12S6 in total. The level of theory is ωB97M-V/def2-TZVPD.

Output
E_HOMO in eV: -7.704
LUMO in eV: 0.14
Relative energy (zero: lowest compared OMol25 entry of this formula, charge and spin) in kcal/mol: 72.6
Frontier orbital gap in eV: 7.843

Geometry (Å):
N -20.62 -3.22 38.74
H -19.64 -2.91 38.39
H -20.93 -2.40 39.22
H -20.73 -3.88 39.24
H -21.24 -3.20 38.05
F -22.69 -1.11 38.19
C -15.86 -4.95 40.73
C -17.00 -4.78 41.71
C -18.35 -5.46 41.06
S -17.96 -6.16 39.52
O -18.82 -5.64 38.62
O -17.72 -7.56 39.73
C -16.45 -5.33 39.35
H -14.98 -5.75 40.89
H -15.28 -4.26 40.80
H -17.20 -3.88 42.03
H -16.59 -5.26 42.58
H -18.96 -4.70 41.04
H -18.63 -6.09 41.82
H -16.73 -4.46 38.68
H -15.67 -5.88 38.72
C -25.47 -7.24 36.45
C -24.32 -7.18 35.41
C -23.07 -7.62 36.08
S -23.13 -7.02 37.79
O -22.08 -5.99 37.99
O -22.93 -8.10 38.61
C -24.90 -6.58 37.73
H -25.56 -8.21 36.79
H -26.32 -6.67 36.11
H -24.26 -6.07 35.04
H -24.60 -7.67 34.65
H -22.12 -7.33 35.63
H -23.15 -8.65 36.18
H -24.94 -5.51 37.69
H -25.46 -6.93 38.56
C -18.80 1.10 35.36
C -17.43 1.16 36.00
C -17.62 1.41 37.53
S -19.11 0.61 37.98
O -19.80 1.55 38.98
O -18.91 -0.72 38.39
C -19.79 0.67 36.40
H -18.70 0.54 34.49
H -18.96 2.26 34.83
H -16.74 1.71 35.62
H -17.22 0.24 35.94
H -17.69 2.46 37.77
H -16.69 1.24 38.24
H -20.51 1.46 36.41
H -20.18 -0.26 36.18
C -16.97 -4.80 33.87
C -17.32 -3.54 33.12
C -17.53 -2.44 34.14
S -18.13 -3.24 35.43
O -19.43 -2.74 35.74
O -17.24 -3.12 36.52
C -18.10 -4.84 34.85
H -15.91 -4.89 34.63
H -16.77 -5.57 33.13
H -18.17 -3.53 32.36
H -16.44 -3.23 32.29
H -18.30 -1.85 33.71
H -16.64 -1.91 34.35
H -19.07 -4.86 34.31
H -17.85 -5.49 35.64
C -25.72 -3.57 42.43
C -25.47 -2.51 41.42
C -24.63 -3.04 40.24
S -23.81 -4.46 40.94
O -22.36 -4.27 40.93
O -24.36 -5.73 40.57
C -24.31 -4.32 42.66
H -26.37 -4.20 42.08
H -26.13 -3.12 43.34
H -24.80 -1.61 41.70
H -26.50 -2.18 40.90
H -24.00 -2.40 39.83
H -25.17 -3.62 39.38
H -23.73 -3.47 43.23
H -24.41 -5.12 43.16
C -21.72 -0.53 43.71
C -22.37 -0.40 42.28
C -21.15 -0.06 41.35
S -19.79 -0.92 41.87
O -18.60 -0.19 41.61
O -20.00 -2.26 41.37
C -20.24 -0.64 43.57
H -22.09 -1.18 44.56
H -21.81 0.51 44.29
H -23.34 0.07 42.20
H -22.39 -1.49 42.07
H -21.13 1.08 41.55
H -21.38 -0.34 40.41
H -19.62 0.30 43.76
H -19.93 -1.48 43.99

=====

# 2
This record from the OMol25 dataset describes a cluster of 3 separate species, C24H52N2O7 in total. The level of theory is ωB97M-V/def2-TZVPD.

Output
E_HOMO in eV: -6.864
LUMO in eV: -0.02
Relative energy (zero: lowest compared OMol25 entry of this formula, charge and spin) in kcal/mol: 152.6
Frontier orbital gap in eV: 6.849

Geometry (Å):
C 3.29 -3.48 -2.04
O 4.65 -3.26 -1.56
C 4.76 -2.00 -0.91
O 4.07 -1.83 0.13
O 5.62 -0.99 -1.44
C 4.73 -0.08 -2.19
C 4.57 -0.59 -3.70
C 3.74 0.42 -4.65
C 3.93 -0.18 -6.16
C 2.16 0.40 -4.37
C 1.71 1.05 -2.98
C 1.05 -0.15 -2.10
C -0.36 -0.46 -2.28
C -0.80 -1.69 -3.25
C -1.53 0.35 -1.51
H 2.61 -3.93 -1.24
H 2.77 -2.50 -2.38
H 3.39 -4.15 -2.97
H 5.16 0.99 -2.24
H 3.76 -0.03 -1.59
H 4.08 -1.61 -3.81
H 5.63 -0.66 -4.14
H 4.21 1.46 -4.60
H 3.43 0.47 -6.96
H 3.37 -1.19 -6.15
H 5.02 -0.44 -6.39
H 1.58 0.93 -5.22
H 1.82 -0.70 -4.40
H 2.58 1.57 -2.41
H 0.89 1.84 -3.07
H 1.74 -0.74 -1.38
H -0.52 -2.67 -2.71
H -1.93 -1.72 -3.43
H -0.25 -1.65 -4.25
H -1.93 -0.38 -0.71
H -2.41 0.63 -2.19
H -1.10 1.30 -1.04
C 0.24 -6.09 4.84
O -0.40 -4.85 5.10
C 0.49 -3.86 5.61
C 0.68 -2.74 4.59
N 1.47 -3.19 3.45
C 1.48 -2.25 2.32
C 0.13 -1.97 1.63
O -0.40 -3.09 0.93
C -1.17 -3.97 1.72
H -0.53 -6.82 4.59
H 0.92 -6.00 3.98
H 0.79 -6.44 5.71
H 1.45 -4.28 5.93
H 0.00 -3.43 6.50
H 1.20 -1.90 5.07
H -0.31 -2.40 4.28
H 1.09 -4.08 3.12
H 2.16 -2.67 1.58
H 1.92 -1.31 2.66
H 0.33 -1.21 0.86
H -0.61 -1.54 2.30
H -1.70 -3.46 2.53
H -0.54 -4.77 2.13
H -1.92 -4.44 1.08
C -6.17 3.25 2.03
O -5.97 4.62 1.71
C -5.31 5.35 2.74
C -3.91 5.77 2.28
N -3.02 4.62 2.19
C -1.75 4.91 1.52
C -1.80 5.32 0.04
O -2.23 4.28 -0.83
C -3.64 4.17 -0.96
H -6.80 2.81 1.26
H -5.22 2.71 2.04
H -6.67 3.14 2.99
H -5.27 4.80 3.68
H -5.90 6.26 2.91
H -3.50 6.49 3.00
H -4.01 6.27 1.31
H -3.48 3.88 1.67
H -1.14 4.00 1.59
H -1.22 5.68 2.09
H -0.78 5.55 -0.27
H -2.38 6.23 -0.12
H -4.15 5.13 -0.87
H -4.03 3.46 -0.23
H -3.86 3.76 -1.95

=====

# 3
This record from the OMol25 dataset describes a cluster of 3 separate species, C24H52N3O4 in total. The level of theory is ωB97M-V/def2-TZVPD.

Output
E_HOMO (spin up / spin down) in eV: -7.851 / -9.191
LUMO (spin up / spin down) in eV: 0.75 / 0.75
Frontier orbital gap (spin up / spin down) in eV: 8.599 / 9.939
Expectation value of S²: 0.75
2S+1: 2

Geometry (Å):
C -6.59 -2.97 -0.22
C -5.16 -3.39 -0.55
N -4.19 -3.40 0.57
C -2.84 -3.11 0.03
C -1.76 -3.44 1.06
C -0.40 -2.70 0.95
C 0.34 -3.06 2.27
N 1.58 -2.33 2.56
C -0.60 -1.19 0.85
C -0.50 -0.55 -0.56
C 0.84 0.18 -0.71
C -1.62 0.48 -0.72
N -0.64 -1.57 -1.63
O -0.87 -1.11 -2.80
C 0.17 -2.82 -1.63
C 1.49 -2.60 -2.39
C -0.65 -3.89 -2.40
C 0.48 -3.25 -0.18
C -4.51 -2.50 1.62
C -5.41 -3.04 2.70
O -4.02 -1.40 1.71
H -7.22 -3.16 -1.09
H -7.01 -3.54 0.61
H -6.65 -1.90 0.02
H -4.78 -2.71 -1.32
H -5.18 -4.39 -0.98
H -2.79 -2.08 -0.31
H -2.74 -3.75 -0.85
H -2.16 -3.20 2.05
H -1.57 -4.52 1.04
H -0.35 -2.94 3.12
H 0.58 -4.13 2.22
H 1.42 -1.60 3.25
H 1.96 -1.89 1.74
H -1.59 -0.95 1.27
H 0.12 -0.67 1.48
H 0.87 0.73 -1.66
H 1.70 -0.48 -0.61
H 0.91 0.93 0.09
H -1.67 0.85 -1.74
H -1.41 1.32 -0.05
H -2.59 0.07 -0.42
H 2.24 -2.10 -1.79
H 1.89 -3.58 -2.66
H 1.31 -2.04 -3.31
H -0.12 -4.23 -3.28
H -0.86 -4.76 -1.77
H -1.60 -3.48 -2.73
H 1.52 -2.98 0.04
H 0.45 -4.35 -0.12
H -6.06 -3.83 2.34
H -6.00 -2.22 3.12
H -4.76 -3.44 3.48
C 3.04 2.17 3.71
C 3.28 2.51 2.25
O 2.10 2.74 1.50
C 1.30 3.82 1.93
C 2.00 5.17 1.85
H 2.33 1.34 3.79
H 3.97 1.88 4.18
H 2.63 3.02 4.27
H 3.77 1.67 1.75
H 3.96 3.37 2.16
H 0.91 3.65 2.94
H 0.44 3.82 1.25
H 2.81 5.25 2.58
H 1.29 5.97 2.06
H 2.43 5.32 0.86
C 4.68 5.46 -3.71
C 4.61 5.02 -2.26
O 3.46 5.48 -1.58
C 2.21 5.04 -2.10
C 2.04 3.53 -2.10
H 4.56 6.54 -3.79
H 5.65 5.19 -4.14
H 3.91 4.99 -4.33
H 5.45 5.43 -1.71
H 4.69 3.93 -2.20
H 2.05 5.44 -3.11
H 1.47 5.50 -1.46
H 2.70 3.03 -2.81
H 1.01 3.28 -2.37
H 2.24 3.13 -1.10

=====

# 4
This record from the OMol25 dataset describes a cluster of 5 separate species, C24H52O5P in total. The level of theory is ωB97M-V/def2-TZVPD.

Output
E_HOMO in eV: -10.676
LUMO in eV: -3.02
Total charge: +1
Frontier orbital gap in eV: 7.657

Geometry (Å):
C 1.05 1.17 -0.40
O 0.44 -0.09 -0.54
C 0.09 -0.71 0.67
C -0.02 -2.21 0.44
C -0.90 -2.97 1.45
C -1.05 -2.32 2.83
C -1.08 -3.34 3.98
C -0.77 -2.72 5.34
C 0.62 -2.06 5.35
P 1.28 -1.83 6.99
H 0.76 1.80 -1.24
H 0.72 1.69 0.51
H 2.14 1.10 -0.38
H 0.86 -0.49 1.43
H -0.86 -0.30 1.05
H -0.43 -2.33 -0.56
H 0.98 -2.64 0.39
H -1.89 -3.13 1.01
H -0.49 -3.97 1.58
H -0.23 -1.62 3.00
H -1.99 -1.77 2.87
H -0.38 -4.16 3.78
H -2.09 -3.76 4.04
H -0.81 -3.52 6.09
H -1.54 -2.00 5.62
H 1.35 -2.62 4.75
H 0.59 -1.05 4.94
H 2.50 -1.17 6.92
H 0.42 -1.03 7.74
H 1.49 -3.03 7.66
C -2.69 2.27 -1.37
C -3.72 2.23 -2.50
C -4.01 3.72 -2.69
O -2.79 4.40 -2.37
C -1.88 3.51 -1.74
H -2.07 1.37 -1.32
H -3.18 2.41 -0.41
H -3.28 1.80 -3.39
H -4.62 1.66 -2.25
H -4.79 4.07 -2.02
H -4.29 3.97 -3.71
H -1.08 3.26 -2.45
H -1.44 4.00 -0.87
C 1.55 2.95 4.28
C 2.39 2.12 3.32
C 3.09 1.15 4.28
O 2.16 0.94 5.36
C 1.10 1.91 5.29
H 0.71 3.45 3.80
H 2.17 3.71 4.77
H 1.75 1.57 2.63
H 3.10 2.70 2.74
H 4.01 1.58 4.68
H 3.32 0.19 3.82
H 0.18 1.41 4.96
H 0.94 2.32 6.29
C -3.23 -2.32 -5.13
C -4.02 -1.70 -6.28
C -4.26 -0.29 -5.75
O -3.13 0.03 -4.93
C -2.37 -1.15 -4.68
H -2.63 -3.19 -5.42
H -3.90 -2.63 -4.32
H -3.40 -1.67 -7.18
H -4.94 -2.23 -6.51
H -5.17 -0.25 -5.14
H -4.34 0.46 -6.54
H -1.43 -1.10 -5.25
H -2.11 -1.18 -3.61
C 4.00 -0.28 -4.33
C 3.48 0.28 -3.01
C 4.78 0.51 -2.25
O 5.77 0.81 -3.22
C 5.27 0.52 -4.53
H 3.30 -0.18 -5.15
H 4.23 -1.34 -4.22
H 2.98 1.24 -3.18
H 2.79 -0.38 -2.48
H 5.08 -0.40 -1.70
H 4.73 1.34 -1.53
H 5.07 1.47 -5.05
H 6.04 -0.01 -5.09

=====

Please write out number 2 again, unchanged.
This record from the OMol25 dataset describes a cluster of 3 separate species, C24H52N2O7 in total. The level of theory is ωB97M-V/def2-TZVPD.

Output
E_HOMO in eV: -6.864
LUMO in eV: -0.02
Relative energy (zero: lowest compared OMol25 entry of this formula, charge and spin) in kcal/mol: 152.6
Frontier orbital gap in eV: 6.849

Geometry (Å):
C 3.29 -3.48 -2.04
O 4.65 -3.26 -1.56
C 4.76 -2.00 -0.91
O 4.07 -1.83 0.13
O 5.62 -0.99 -1.44
C 4.73 -0.08 -2.19
C 4.57 -0.59 -3.70
C 3.74 0.42 -4.65
C 3.93 -0.18 -6.16
C 2.16 0.40 -4.37
C 1.71 1.05 -2.98
C 1.05 -0.15 -2.10
C -0.36 -0.46 -2.28
C -0.80 -1.69 -3.25
C -1.53 0.35 -1.51
H 2.61 -3.93 -1.24
H 2.77 -2.50 -2.38
H 3.39 -4.15 -2.97
H 5.16 0.99 -2.24
H 3.76 -0.03 -1.59
H 4.08 -1.61 -3.81
H 5.63 -0.66 -4.14
H 4.21 1.46 -4.60
H 3.43 0.47 -6.96
H 3.37 -1.19 -6.15
H 5.02 -0.44 -6.39
H 1.58 0.93 -5.22
H 1.82 -0.70 -4.40
H 2.58 1.57 -2.41
H 0.89 1.84 -3.07
H 1.74 -0.74 -1.38
H -0.52 -2.67 -2.71
H -1.93 -1.72 -3.43
H -0.25 -1.65 -4.25
H -1.93 -0.38 -0.71
H -2.41 0.63 -2.19
H -1.10 1.30 -1.04
C 0.24 -6.09 4.84
O -0.40 -4.85 5.10
C 0.49 -3.86 5.61
C 0.68 -2.74 4.59
N 1.47 -3.19 3.45
C 1.48 -2.25 2.32
C 0.13 -1.97 1.63
O -0.40 -3.09 0.93
C -1.17 -3.97 1.72
H -0.53 -6.82 4.59
H 0.92 -6.00 3.98
H 0.79 -6.44 5.71
H 1.45 -4.28 5.93
H 0.00 -3.43 6.50
H 1.20 -1.90 5.07
H -0.31 -2.40 4.28
H 1.09 -4.08 3.12
H 2.16 -2.67 1.58
H 1.92 -1.31 2.66
H 0.33 -1.21 0.86
H -0.61 -1.54 2.30
H -1.70 -3.46 2.53
H -0.54 -4.77 2.13
H -1.92 -4.44 1.08
C -6.17 3.25 2.03
O -5.97 4.62 1.71
C -5.31 5.35 2.74
C -3.91 5.77 2.28
N -3.02 4.62 2.19
C -1.75 4.91 1.52
C -1.80 5.32 0.04
O -2.23 4.28 -0.83
C -3.64 4.17 -0.96
H -6.80 2.81 1.26
H -5.22 2.71 2.04
H -6.67 3.14 2.99
H -5.27 4.80 3.68
H -5.90 6.26 2.91
H -3.50 6.49 3.00
H -4.01 6.27 1.31
H -3.48 3.88 1.67
H -1.14 4.00 1.59
H -1.22 5.68 2.09
H -0.78 5.55 -0.27
H -2.38 6.23 -0.12
H -4.15 5.13 -0.87
H -4.03 3.46 -0.23
H -3.86 3.76 -1.95